This record from the Open Molecules 2025 dataset describes a molecular structure, C16H35N6O4SV. The level of theory is the ωB97M-V functional and the def2-TZVPD basis.

Results
HOMO level (alpha / beta) in eV: -18.15 / -18.17
E in eV: -70788.7709
Molecular weight in g mol⁻¹: 458.5
Largest force on an atom in eV Å⁻¹: 0.7
Net charge: +3
Orbital gap (alpha / beta) in eV: 6.51 / 7.32
Spin multiplicity: 2
Energy relative to the best compared isomer or geometry (same formula, charge and spin) in kJ/mol: 120.1
LUMO energy (alpha / beta) in eV: -11.64 / -10.85

Element x y z (Å)
V 0.15029 -0.57868 0.40557
C 0.32114 -1.44234 4.91309
N 0.15404 -0.05616 4.44370
C 0.27335 0.97286 5.48705
C -0.00574 0.21841 3.18685
O -0.04321 -0.70611 2.29542
C -0.13837 1.64739 2.67927
O -0.50947 1.63096 1.29995
C -1.88076 1.90830 1.01773
C -2.51414 0.65067 0.44690
O -1.69438 -0.29994 0.18074
N -3.77739 0.54370 0.19329
C -4.74307 1.61856 0.45925
C -4.34485 -0.66951 -0.41542
H -0.36346 -1.60685 5.74224
H 1.34301 -1.57607 5.26633
H 0.10709 -2.13978 4.11259
H -0.25144 0.62472 6.37322
H -0.16324 1.91675 5.17722
H 1.32422 1.12020 5.73464
H 0.82104 2.16267 2.75989
H -0.86533 2.20767 3.26611
H -1.92324 2.70502 0.27145
H -2.40857 2.24753 1.90927
H -4.24745 2.56344 0.65953
H -5.37076 1.33993 1.30469
H -5.36974 1.74037 -0.42213
H -3.64198 -1.49157 -0.34948
H -4.58028 -0.46282 -1.45870
H -5.26122 -0.91986 0.11499
C -0.48889 1.73891 -3.84292
C -0.57325 0.21717 -3.85933
C 0.67953 -0.40585 -4.47291
C -1.81815 -0.23647 -4.61313
N -0.80194 -0.25994 -2.45297
N 0.35572 -0.06650 -1.61077
H -0.41886 2.11339 -4.86333
H 0.40490 2.11469 -3.33184
H -1.37710 2.17433 -3.38390
H 0.72916 -0.16225 -5.53328
H 0.66829 -1.49576 -4.39079
H 1.60559 -0.02498 -4.03151
H -1.74509 0.05967 -5.65813
H -2.71662 0.21479 -4.19210
H -1.92270 -1.32369 -4.58820
H -0.94141 -1.26865 -2.49773
H 0.56949 0.93149 -1.68895
H 1.17245 -0.55685 -1.99954
S 0.05415 -2.79226 -0.02174
C 1.38821 -2.77596 -1.05451
N 2.31463 -2.63705 -1.72808
C 5.49461 -0.49212 -0.43287
N 4.22186 -0.83557 0.23572
C 4.19938 -2.06628 1.03074
C 3.18094 -0.10673 0.04211
O 2.01714 -0.36545 0.54409
H 6.30089 -0.99537 0.09147
H 5.66095 0.58151 -0.39323
H 5.46747 -0.84171 -1.46329
H 5.02759 -2.03482 1.73535
H 4.32582 -2.91637 0.36087
H 3.25809 -2.15048 1.56449
H 3.31109 0.79571 -0.55508

Cartesian forces (eV/Å) of the 6 atoms listed first:
-0.286 0.119 0.195
0.025 -0.049 0.019
-0.011 -0.040 -0.072
-0.007 0.058 0.058
-0.028 0.147 -0.007
0.154 -0.277 0.264

=====

This record from the Open Molecules 2025 dataset describes 2 unconnected molecules or ions with the total composition C3H8OS2. The level of theory is the ωB97M-V functional and the def2-TZVPD basis.

Results
HOMO level (alpha / beta) in eV: -5.76 / -9.56
E in eV: -26953.0167
Molecular weight in g mol⁻¹: 124.2
Largest force on an atom in eV Å⁻¹: 5.7
Orbital gap (alpha / beta) in eV: 6.33 / 7.37
Spin multiplicity: 3
Energy relative to the best compared isomer or geometry (same formula, charge and spin) in kJ/mol: 184.8
LUMO energy (alpha / beta) in eV: 0.57 / -2.19

Element x y z (Å)
C -0.84719 2.54993 -0.46088
C 0.40362 -1.93096 1.34981
C -0.74880 1.33923 -1.11616
O 1.16808 -2.78942 0.59586
S 0.70402 0.99597 -2.10464
S -1.90739 0.05667 -0.97059
H -1.70802 2.81544 0.08265
H -0.53890 -2.27622 1.08522
H -0.19188 3.34788 -0.70202
H 0.51195 -0.92736 1.00264
H 0.73506 -2.05767 2.30603
H 2.05588 -2.52905 0.96382
H 1.52089 2.01529 -1.95749
H -1.15733 -0.60972 -0.07424

Cartesian forces (eV/Å) of the 6 atoms listed first:
0.204 3.930 2.001
-0.500 0.290 -1.982
1.582 -4.196 -3.503
3.804 -0.322 -0.360
-1.804 -1.109 0.429
0.590 0.228 -0.025

=====

This record from the Open Molecules 2025 dataset describes a single C4H8N4 molecule. The level of theory is the ωB97M-V functional and the def2-TZVPD basis.

Results
HOMO level in eV: -7.79
E in eV: -10234.0560
Molecular weight in g mol⁻¹: 112.1
Largest force on an atom in eV Å⁻¹: 3.3
Orbital gap in eV: 8.18
SMILES: C1=C\NNCC/N=N/1
Energy relative to the best compared isomer or geometry (same formula, charge and spin) in kJ/mol: 403.9
LUMO energy in eV: 0.38

Element x y z (Å)
C -1.75528 -1.00123 0.11513
C -1.83072 0.27785 -0.20119
N -0.84339 1.25626 -0.28311
N 0.29339 1.18632 0.56801
C 1.48237 0.63982 -0.12846
C 1.57702 -0.86448 -0.04270
N 0.31018 -1.39797 -0.49764
N -0.52444 -1.50601 0.43371
H -2.60772 -1.66366 0.10528
H -2.75168 0.73958 -0.48264
H -1.21601 2.20382 -0.27686
H -0.00412 0.62097 1.35821
H 1.39586 0.87610 -1.18747
H 2.38539 1.13562 0.25640
H 1.75786 -1.16720 0.99983
H 2.33129 -1.33579 -0.73649

Cartesian forces (eV/Å) of the 6 atoms listed first:
-1.535 -1.291 -1.040
-0.199 1.564 -0.894
0.223 0.336 0.317
0.147 -0.067 -0.596
-0.526 0.425 -0.183
1.417 -2.950 0.106

=====

This record from the Open Molecules 2025 dataset describes a molecular structure, H2N3O2S. The level of theory is the ωB97M-V functional and the def2-TZVPD basis.

Results
HOMO level (alpha / beta) in eV: -2.69 / -2.83
E in eV: -19428.5533
Molecular weight in g mol⁻¹: 108.1
Largest force on an atom in eV Å⁻¹: 3.4
Net charge: -1
Orbital gap (alpha / beta) in eV: 6.70 / 6.83
Energy relative to the best compared isomer or geometry (same formula, charge and spin) in kJ/mol: 265.3
LUMO energy (alpha / beta) in eV: 4.00 / 4.00

Element x y z (Å)
N -0.06717 -0.92236 1.04212
N 0.76920 -0.15870 0.11243
N -0.14141 0.87828 -1.04409
O 1.73651 0.35558 0.66424
O 0.60703 1.54656 -1.75199
S -1.62605 0.24959 -1.41088
H -0.87173 -1.37914 0.45377
H -0.40637 -0.56981 1.93439

Cartesian forces (eV/Å) of the 6 atoms listed first:
-1.677 -1.386 -2.604
0.822 -2.513 1.437
0.531 1.557 0.402
-0.375 0.759 -0.001
-1.069 -0.820 0.346
-0.521 -0.001 -0.869

=====

This record from the Open Molecules 2025 dataset describes a single C9H9ClN2OS2 molecule. The level of theory is the ωB97M-V functional and the def2-TZVPD basis.

Results
HOMO level in eV: -8.97
E in eV: -48697.9733
Molecular weight in g mol⁻¹: 260.8
Largest force on an atom in eV Å⁻¹: 3.3
Orbital gap in eV: 8.63
SMILES: CSC(=NC(=O)c1ccc(Cl)nc1)SC
Energy relative to the best compared isomer or geometry (same formula, charge and spin) in kJ/mol: 0.0
LUMO energy in eV: -0.34

Element x y z (Å)
C -1.10451 -2.75385 2.19463
S 0.03635 -2.57083 0.75154
C 0.91983 -1.07490 1.23438
N 0.67644 0.05894 0.66097
C -0.41746 0.33549 -0.11610
O -1.41475 0.27119 0.53282
C -0.35143 0.81839 -1.51830
C 0.79854 0.89590 -2.30202
C 0.79507 1.46965 -3.60472
C -0.43515 1.75437 -4.15245
Cl -0.59769 2.36575 -5.72731
N -1.54019 1.65377 -3.37567
C -1.59958 1.23144 -2.13830
S 2.15400 -1.12506 2.44973
C 1.45965 0.15038 3.66966
H -0.62083 -2.76264 3.12194
H -1.73637 -3.59916 2.07470
H -1.79810 -1.92017 2.14617
H 1.68667 0.46333 -1.87615
H 1.74167 1.59056 -4.18473
H -2.51570 1.22008 -1.54550
H 2.11399 0.55945 4.49374
H 1.29952 1.05331 3.08084
H 0.45004 -0.08538 4.13011

Cartesian forces (eV/Å) of the 6 atoms listed first:
-0.415 1.405 -1.613
-0.017 -0.261 0.541
-1.417 2.053 -1.625
2.904 -1.635 0.296
0.618 -0.437 0.333
-3.311 0.473 -0.005

=====

This record from the Open Molecules 2025 dataset describes 2 unconnected molecules or ions with the total composition C7H8N5. The level of theory is the ωB97M-V functional and the def2-TZVPD basis.

Results
HOMO level (alpha / beta) in eV: -2.77 / -2.31
E in eV: -14831.5854
Molecular weight in g mol⁻¹: 162.2
Largest force on an atom in eV Å⁻¹: 7.6
Net charge: -1
Orbital gap (alpha / beta) in eV: 5.71 / 5.22
Energy relative to the best compared isomer or geometry (same formula, charge and spin) in kJ/mol: 666.7
LUMO energy (alpha / beta) in eV: 2.93 / 2.91

Element x y z (Å)
C 0.52500 -0.77342 1.09534
C 1.56071 1.00536 0.01275
C -0.69209 0.90632 0.17866
C -3.98327 0.16996 -0.50642
C -2.97446 0.57501 0.27746
C 1.73610 -1.43333 -0.75338
C 1.84870 -0.41875 0.35318
N 0.50442 1.52623 -0.19951
N -0.59125 -0.20332 0.98053
N -1.88110 1.23380 -0.21675
N 3.46453 2.47781 0.12075
N 2.38975 -2.51628 -0.64123
H 0.64763 -1.56170 1.87656
H -4.82529 -0.18888 0.05874
H -3.95422 0.39195 -1.63517
H -2.84611 0.48078 1.39735
H 1.29289 -1.10354 -1.71222
H 2.70929 -0.67629 0.92469
H 3.04587 3.38044 -0.42961
H 2.02289 -3.27218 -1.18173

Cartesian forces (eV/Å) of the 6 atoms listed first:
1.588 -1.231 1.386
7.555 0.361 -0.464
-1.553 -0.393 -1.399
0.479 0.916 -0.366
0.450 -0.075 0.803
1.658 0.793 -1.170

=====

This record from the Open Molecules 2025 dataset describes 2 unconnected molecules or ions with the total composition C3H9N3. The level of theory is the ωB97M-V functional and the def2-TZVPD basis.

Results
HOMO level in eV: -8.94
E in eV: -7726.5927
Molecular weight in g mol⁻¹: 87.1
Largest force on an atom in eV Å⁻¹: 0.8
Orbital gap in eV: 9.85
SMILES: [H]/N=C/N.C=CN
Energy relative to the best compared isomer or geometry (same formula, charge and spin) in kJ/mol: 94.7
LUMO energy in eV: 0.91

Element x y z (Å)
H -3.44524 -0.49189 1.24967
N -3.11417 -0.53750 0.30402
C -2.09581 0.21097 0.15599
N -1.49006 0.43764 -1.03970
H -1.67225 0.74945 1.00759
H -1.88100 -0.10415 -1.78732
H -0.49283 0.62391 -1.04702
C 1.55871 -0.74976 1.11875
C 1.82204 0.29860 0.35245
N 1.68386 0.35469 -1.05214
H 1.60720 -0.67427 2.19110
H 1.26830 -1.70997 0.71894
H 2.13062 1.25235 0.76565
H 1.70210 -0.56369 -1.46213
H 2.41854 0.90364 -1.47584

Cartesian forces (eV/Å) of the 6 atoms listed first:
-0.127 -0.027 0.454
0.041 0.007 -0.806
-0.189 -0.020 0.771
0.079 0.125 0.201
0.281 0.098 -0.180
0.123 -0.170 -0.312

=====

This record from the Open Molecules 2025 dataset describes a molecular structure, C24H25GdIN5O4. The level of theory is the ωB97M-V functional and the def2-TZVPD basis.

Results
HOMO level (alpha / beta) in eV: -8.53 / -8.49
E in eV: -69872.0794
Molecular weight in g mol⁻¹: 731.6
Largest force on an atom in eV Å⁻¹: 2.4
Orbital gap (alpha / beta) in eV: 8.87 / 6.89
Spin multiplicity: 8
LUMO energy (alpha / beta) in eV: 0.34 / -1.60

Element x y z (Å)
Gd 0.72788 0.42017 1.90673
N -1.54044 4.23895 3.52001
N -0.50891 4.24427 2.57700
C 0.30880 3.12569 2.41537
O 0.98183 2.89673 1.38995
O 0.42209 2.30887 3.38823
H -1.27440 4.81882 4.30131
H -1.50240 3.32647 3.96658
H -0.75676 4.72853 1.72261
N 1.43610 -4.19331 2.04952
C 1.55954 -2.84510 2.10916
N 0.46973 -2.18744 1.71841
C -0.40833 -3.21762 1.39212
C -1.74837 -3.17018 0.84658
C -2.30712 -4.34272 0.44450
C -1.71000 -5.59338 0.63708
C -0.45777 -5.68429 1.25254
C 0.20471 -4.48911 1.54850
H 2.26648 -4.81671 2.07733
H 2.49891 -2.43905 2.39372
H -2.20192 -2.22581 0.57400
H -3.28529 -4.39675 0.02456
H -2.13541 -6.53134 0.30824
H 0.04300 -6.61589 1.47970
I -1.55008 -0.52911 4.15214
C -1.69673 0.29858 2.19374
H -2.40473 -0.34996 1.57802
H -2.21761 1.26204 2.32346
C -0.73447 5.00046 -2.37583
C -0.94895 3.54170 -1.99586
C -2.23647 3.09399 -1.75164
C -2.47904 1.83300 -1.24864
C -1.41139 1.02672 -0.96257
C -0.10182 1.44325 -1.18534
N 0.97833 0.62136 -0.67562
C 1.30190 -0.61748 -1.38717
C 0.41000 -1.00721 -2.41002
C 0.64811 -2.16636 -3.16522
C 1.84892 -2.86330 -2.97661
C 2.73726 -2.41778 -1.98688
C 2.49798 -1.31145 -1.17207
C 3.22055 -1.17416 0.13912
O 4.07694 -2.02165 0.38245
O 2.76292 -0.31164 0.96711
C 0.13480 2.70402 -1.68966
C 1.51535 3.25211 -1.82836
H -1.64889 5.51646 -2.56407
H -0.07779 5.24472 -3.21016
H -0.30787 5.44140 -1.49018
H -3.04663 3.74512 -1.95181
H -3.46491 1.47275 -0.95751
H -1.61293 0.04300 -0.60070
H 1.81878 1.20960 -0.66122
H -0.51012 -0.47702 -2.58316
H -0.06883 -2.40754 -3.92109
H 2.09417 -3.75406 -3.52786
H 3.62300 -3.04522 -1.91553
H 1.82092 3.42954 -2.87608
H 2.36472 2.71061 -1.43055
H 1.58262 4.20368 -1.27836

Cartesian forces (eV/Å) of the 6 atoms listed first:
0.413 0.662 -0.381
-0.347 -0.485 0.777
1.101 -0.479 -1.232
0.271 0.240 1.450
-0.248 0.211 -1.666
-0.876 -0.345 0.571

=====

This record from the Open Molecules 2025 dataset describes a molecular structure, C25H22FeN4O3Te. The level of theory is the ωB97M-V functional and the def2-TZVPD basis.

Results
HOMO level (alpha / beta) in eV: -6.67 / -6.75
E in eV: -80066.3908
Molecular weight in g mol⁻¹: 609.9
Largest force on an atom in eV Å⁻¹: 0.9
Orbital gap (alpha / beta) in eV: 6.22 / 6.30
Spin multiplicity: 5
Energy relative to the best compared isomer or geometry (same formula, charge and spin) in kJ/mol: 0.0
LUMO energy (alpha / beta) in eV: -0.45 / -0.45

Element x y z (Å)
Fe -0.29652 -0.32364 0.52619
O -0.95488 3.06343 -2.39310
C -2.18516 3.40754 -1.97564
C -2.79300 4.49039 -2.61654
C -4.05437 4.90018 -2.24433
C -4.74747 4.24820 -1.22376
C -4.14714 3.18586 -0.58415
C -2.86789 2.74433 -0.94331
C -2.24659 1.61266 -0.22351
O -1.12118 1.17921 -0.63599
N -2.91867 1.10782 0.82760
N -2.15044 0.14095 1.37947
C -2.56798 -0.55789 2.35899
C -1.63492 -1.60193 2.83876
C -1.89250 -2.34702 3.98119
C -0.95802 -3.27700 4.40092
C 0.21223 -3.43162 3.67573
C 0.39483 -2.64963 2.55010
N -0.51217 -1.76805 2.12673
H -0.68068 2.28826 -1.86135
H -2.24473 4.98827 -3.40522
H -4.50952 5.74156 -2.75281
H -5.73694 4.57489 -0.93455
H -4.65196 2.66470 0.21683
H -3.53715 -0.38879 2.82247
H -2.81003 -2.17929 4.52998
H -1.13302 -3.86343 5.29361
H 0.97597 -4.13445 3.97680
H 1.30359 -2.70823 1.96192
O -1.65062 -1.85852 -0.65374
C -1.02697 -3.12947 -0.73575
C 0.43802 -2.90956 -1.01767
C 1.23374 -3.95108 -1.47205
C 2.57792 -3.71127 -1.69058
C 3.08246 -2.43987 -1.47237
C 2.21992 -1.45698 -1.02334
N 0.92295 -1.69117 -0.79067
H -2.54319 -1.94980 -0.30459
H -1.46240 -3.73745 -1.53218
H -1.13093 -3.67594 0.20807
H 0.79908 -4.92654 -1.65188
H 3.22386 -4.50778 -2.03791
H 4.12248 -2.20027 -1.64451
H 2.56315 -0.45038 -0.84126
Te 1.45500 1.07182 1.86666
C 2.97937 1.52949 0.46960
C 2.73710 2.39192 -0.60065
C 3.72815 2.65867 -1.53950
C 4.98432 2.07967 -1.41837
C 5.24412 1.23598 -0.34570
C 4.25067 0.96340 0.58825
H 1.76078 2.85013 -0.70656
H 3.51547 3.32477 -2.36702
H 5.75617 2.29120 -2.14767
H 6.22571 0.79058 -0.23175
H 4.45997 0.30116 1.42012

Cartesian forces (eV/Å) of the 6 atoms listed first:
0.380 0.157 -0.756
0.043 0.027 -0.039
-0.061 0.075 -0.060
0.010 -0.041 0.021
-0.063 0.047 -0.010
0.072 -0.007 -0.025